Run 1
{"formula": "C2H10O2", "method": "ωB97M-V with the def2-TZVPD basis set", "orbital_gap_ev": 12.33, "smiles": "CC.O.O", "e_homo_ev": -11.91, "species": ["C", "C", "H", "H", "H", "H", "H", "H", "H", "H", "O", "H", "H", "O"], "xyz": [[-0.55, 1.38, -1.00], [0.81, 0.64, -1.30], [-0.28, 2.13, -0.26], [-1.19, 0.57, -0.66], [-0.76, 1.81, -1.98], [0.95, -0.05, -0.57], [0.83, 0.35, -2.34], [1.65, 1.43, -1.23], [0.43, -0.26, 1.66], [1.21, -1.22, 2.58], [1.05, -0.37, 2.46], [-1.18, -2.74, 0.47], [-1.26, -1.39, 1.12], [-1.70, -2.27, 1.04]]}

Run 2
{"formula": "C2H10O2", "method": "ωB97M-V with the def2-TZVPD basis set", "orbital_gap_ev": 11.87, "smiles": "CC.O.O", "e_homo_ev": -11.23, "species": ["C", "C", "H", "H", "H", "H", "H", "H", "H", "H", "O", "H", "H", "O"], "xyz": [[1.55, 1.15, -0.34], [1.59, -0.15, -1.13], [0.54, 1.56, -0.36], [2.31, 1.82, -0.71], [1.79, 0.93, 0.70], [1.31, 0.04, -2.17], [2.60, -0.55, -1.14], [0.92, -0.91, -0.76], [-0.70, -0.42, 2.89], [-2.12, 0.08, 2.86], [-1.45, -0.33, 2.29], [-2.99, -1.48, -1.33], [-2.58, -1.05, 0.04], [-2.75, -0.68, -0.84]]}

Which structure is the least stable? The one labeled run 1.

Run 1
{"formula": "C36H84N12O12", "method": "ωB97M-V with the def2-TZVPD basis set", "orbital_gap_ev": 8.94, "smiles": "CNC(C)=O.CNC(C)=O.CNC(C)=O.CNC(C)=O.CNC(C)=O.CNC(C)=O.CNC(C)=O.CNC(C)=O.CNC(C)=O.CNC(C)=O.CNC(C)=O.CNC(C)=O", "e_homo_ev": -9.05, "species": ["C", "C", "O", "N", "C", "H", "H", "H", "H", "H", "H", "H", "C", "C", "O", "N", "C", "H", "H", "H", "H", "H", "H", "H", "C", "C", "O", "N", "C", "H", "H", "H", "H", "H", "H", "H", "C", "C", "O", "N", "C", "H", "H", "H", "H", "H", "H", "H", "C", "C", "O", "N", "C", "H", "H", "H", "H", "H", "H", "H", "C", "C", "O", "N", "C", "H", "H", "H", "H", "H", "H", "H", "C", "C", "O", "N", "C", "H", "H", "H", "H", "H", "H", "H", "C", "C", "O", "N", "C", "H", "H", "H", "H", "H", "H", "H", "C", "C", "O", "N", "C", "H", "H", "H", "H", "H", "H", "H", "C", "C", "O", "N", "C", "H", "H", "H", "H", "H", "H", "H", "C", "C", "O", "N", "C", "H", "H", "H", "H", "H", "H", "H", "C", "C", "O", "N", "C", "H", "H", "H", "H", "H", "H", "H"], "xyz": [[0.35, 0.21, 1.22], [0.38, -0.43, -0.15], [1.47, -0.75, -0.62], [-0.78, -0.47, -0.83], [-0.98, -0.94, -2.18], [1.24, 0.82, 1.35], [0.44, -0.55, 2.00], [-0.57, 0.73, 1.49], [-1.59, -0.49, -0.23], [-0.84, -0.10, -2.86], [-2.01, -1.23, -2.39], [-0.43, -1.84, -2.44], [2.14, -4.00, 0.49], [1.63, -4.46, -0.87], [1.06, -5.53, -1.05], [1.73, -3.56, -1.87], [1.49, -3.94, -3.27], [2.87, -3.19, 0.47], [2.90, -4.75, 0.79], [1.47, -4.09, 1.33], [2.09, -2.62, -1.72], [1.44, -3.02, -3.84], [0.56, -4.49, -3.35], [2.34, -4.52, -3.63], [6.07, -3.94, 2.27], [5.41, -2.56, 2.08], [4.72, -2.17, 3.02], [5.54, -1.97, 0.90], [4.84, -0.82, 0.41], [6.33, -4.38, 1.30], [5.32, -4.57, 2.73], [6.96, -3.81, 2.88], [6.05, -2.49, 0.21], [4.32, -1.13, -0.50], [5.49, -0.02, 0.04], [4.06, -0.35, 1.00], [-3.73, 1.81, -4.87], [-2.25, 1.96, -4.64], [-1.38, 1.63, -5.42], [-1.92, 2.45, -3.41], [-0.55, 2.64, -2.96], [-4.12, 2.41, -5.70], [-4.28, 2.15, -3.99], [-3.96, 0.79, -5.16], [-2.67, 2.63, -2.77], [-0.01, 1.72, -3.18], [-0.58, 2.70, -1.87], [-0.08, 3.53, -3.36], [-6.29, -0.63, -4.18], [-5.35, -1.77, -3.91], [-4.17, -1.56, -3.70], [-5.83, -3.06, -3.84], [-7.24, -3.35, -3.70], [-6.19, -0.15, -5.16], [-6.02, 0.16, -3.47], [-7.35, -0.84, -4.03], [-5.18, -3.68, -3.39], [-7.41, -4.42, -3.56], [-7.82, -3.10, -4.59], [-7.71, -2.85, -2.85], [-4.39, -2.32, -7.40], [-2.88, -2.21, -7.20], [-2.11, -1.79, -8.04], [-2.44, -2.69, -6.01], [-1.05, -2.54, -5.60], [-4.74, -3.29, -7.06], [-4.57, -2.17, -8.47], [-4.85, -1.47, -6.89], [-3.05, -3.09, -5.33], [-1.04, -2.06, -4.63], [-0.37, -2.26, -6.40], [-0.59, -3.55, -5.53], [1.92, 3.32, -0.46], [2.74, 4.03, 0.61], [3.90, 3.74, 0.82], [2.06, 5.01, 1.26], [2.67, 5.75, 2.34], [2.29, 3.59, -1.45], [0.88, 3.64, -0.38], [1.99, 2.25, -0.31], [1.26, 5.41, 0.80], [3.74, 5.56, 2.45], [2.28, 5.59, 3.35], [2.50, 6.81, 2.15], [5.09, 2.07, -2.03], [4.46, 1.05, -2.98], [5.06, 0.83, -4.03], [3.25, 0.53, -2.71], [2.46, -0.11, -3.73], [6.13, 1.76, -2.02], [4.60, 1.94, -1.07], [4.93, 3.07, -2.42], [2.83, 0.56, -1.79], [1.45, -0.24, -3.34], [2.80, -1.13, -3.95], [2.41, 0.44, -4.67], [-2.43, -2.40, 5.45], [-1.06, -2.08, 4.91], [-0.79, -0.89, 4.72], [-0.18, -3.07, 4.71], [1.16, -2.86, 4.17], [-2.56, -1.96, 6.44], [-2.72, -3.44, 5.58], [-3.24, -1.92, 4.90], [-0.72, -3.93, 4.65], [1.50, -1.86, 4.45], [1.18, -2.80, 3.08], [1.71, -3.70, 4.58], [3.03, 0.98, 4.37], [2.78, 1.66, 5.71], [1.71, 1.54, 6.28], [3.84, 2.31, 6.24], [3.76, 3.01, 7.53], [2.10, 0.94, 3.82], [3.45, -0.02, 4.54], [3.84, 1.56, 3.92], [4.70, 2.55, 5.78], [2.74, 2.98, 7.90], [4.08, 4.04, 7.42], [4.42, 2.51, 8.23], [-4.12, 0.64, -0.87], [-3.88, 1.09, 0.59], [-3.99, 2.28, 0.85], [-3.45, 0.18, 1.50], [-3.55, 0.44, 2.94], [-5.20, 0.76, -0.93], [-3.75, -0.34, -1.14], [-3.59, 1.39, -1.45], [-3.56, -0.78, 1.22], [-4.54, 0.84, 3.15], [-2.79, 1.15, 3.25], [-3.43, -0.51, 3.45], [-0.60, 3.59, 3.09], [-1.00, 4.13, 4.46], [-1.70, 5.12, 4.58], [-0.57, 3.35, 5.46], [-0.91, 3.65, 6.84], [-1.17, 2.68, 2.90], [0.47, 3.41, 3.10], [-0.81, 4.29, 2.28], [-0.03, 2.50, 5.44], [-1.89, 3.18, 7.06], [-1.09, 4.71, 6.97], [-0.19, 3.28, 7.57]]}

Run 2
{"formula": "C36H84N12O12", "method": "ωB97M-V with the def2-TZVPD basis set", "orbital_gap_ev": 8.64, "smiles": "CN(C)C=O.CN(C)C=O.CN(C)C=O.CN(C)C=O.CN(C)C=O.CN(C)C=O.CN(C)C=O.CN(C)C=O.CN(C)C=O.CN(C)C=O.CN(C)C=O.CN(C)C=O", "e_homo_ev": -8.71, "species": ["C", "O", "N", "C", "C", "H", "H", "H", "H", "H", "H", "H", "C", "O", "N", "C", "C", "H", "H", "H", "H", "H", "H", "H", "C", "O", "N", "C", "C", "H", "H", "H", "H", "H", "H", "H", "C", "O", "N", "C", "C", "H", "H", "H", "H", "H", "H", "H", "C", "O", "N", "C", "C", "H", "H", "H", "H", "H", "H", "H", "C", "O", "N", "C", "C", "H", "H", "H", "H", "H", "H", "H", "C", "O", "N", "C", "C", "H", "H", "H", "H", "H", "H", "H", "C", "O", "N", "C", "C", "H", "H", "H", "H", "H", "H", "H", "C", "O", "N", "C", "C", "H", "H", "H", "H", "H", "H", "H", "C", "O", "N", "C", "C", "H", "H", "H", "H", "H", "H", "H", "C", "O", "N", "C", "C", "H", "H", "H", "H", "H", "H", "H", "C", "O", "N", "C", "C", "H", "H", "H", "H", "H", "H", "H"], "xyz": [[-5.25, 1.87, 0.97], [-6.19, 1.34, 1.61], [-5.40, 2.33, -0.36], [-6.62, 2.08, -1.05], [-4.43, 3.08, -1.24], [-4.28, 2.06, 1.44], [-6.55, 1.67, -2.06], [-7.08, 3.05, -1.19], [-7.37, 1.58, -0.45], [-4.82, 4.06, -1.52], [-3.41, 3.29, -0.92], [-4.47, 2.49, -2.16], [6.44, -1.32, 3.59], [7.35, -0.96, 4.32], [5.13, -0.94, 3.80], [3.93, -1.44, 3.07], [4.74, 0.12, 4.78], [6.54, -1.96, 2.70], [3.40, -0.58, 2.66], [3.39, -2.03, 3.81], [4.14, -2.03, 2.19], [4.35, 1.02, 4.31], [3.90, -0.33, 5.32], [5.60, 0.24, 5.44], [0.93, 0.38, 0.56], [0.61, 1.39, 1.25], [0.08, -0.05, -0.38], [0.24, -1.42, -1.02], [-1.34, 0.45, -0.38], [1.83, -0.25, 0.58], [1.26, -1.57, -1.36], [-0.44, -1.54, -1.87], [-0.10, -2.24, -0.39], [-1.64, 0.35, -1.42], [-1.98, 0.05, 0.41], [-1.27, 1.52, -0.17], [4.34, -0.51, -1.81], [3.19, -0.39, -1.26], [4.61, -0.08, -3.05], [5.90, -0.30, -3.77], [3.54, 0.36, -3.93], [5.26, -1.03, -1.48], [6.36, 0.67, -3.93], [5.68, -0.75, -4.74], [6.63, -0.93, -3.26], [3.83, 1.32, -4.36], [3.27, -0.27, -4.77], [2.59, 0.66, -3.49], [-4.73, -3.38, -1.43], [-5.16, -4.10, -0.52], [-4.99, -2.09, -1.45], [-4.19, -1.23, -2.33], [-5.78, -1.38, -0.50], [-4.05, -3.57, -2.27], [-4.64, -0.92, -3.28], [-3.18, -1.54, -2.59], [-4.04, -0.29, -1.81], [-5.12, -0.77, 0.11], [-6.45, -0.71, -1.04], [-6.35, -2.08, 0.12], [1.82, 4.51, -3.36], [2.07, 5.71, -3.40], [1.10, 3.89, -2.38], [0.64, 2.57, -2.60], [0.81, 4.52, -1.12], [2.36, 3.72, -3.90], [0.81, 2.26, -3.63], [-0.38, 2.37, -2.28], [1.16, 1.83, -1.99], [-0.19, 4.25, -0.79], [1.60, 4.36, -0.38], [0.83, 5.59, -1.30], [4.77, 4.43, 2.10], [5.76, 5.00, 1.62], [3.50, 4.91, 2.10], [2.38, 4.41, 2.84], [3.23, 6.35, 1.67], [4.84, 3.48, 2.67], [1.90, 3.86, 2.03], [1.66, 5.08, 3.31], [2.84, 3.78, 3.60], [2.34, 6.41, 1.04], [3.02, 6.93, 2.57], [4.10, 6.77, 1.19], [-0.72, 0.05, 6.35], [0.21, -0.73, 6.62], [-0.81, 0.79, 5.30], [0.11, 0.61, 4.26], [-2.00, 1.54, 4.81], [-1.62, 0.12, 6.99], [0.46, 1.56, 3.85], [-0.47, 0.09, 3.50], [0.97, 0.09, 4.66], [-1.76, 2.59, 4.61], [-2.12, 1.40, 3.74], [-2.94, 1.50, 5.35], [-3.03, 6.32, 0.68], [-2.10, 6.68, 0.05], [-2.95, 5.22, 1.52], [-4.00, 4.98, 2.56], [-1.83, 4.28, 1.67], [-4.01, 6.82, 0.73], [-4.93, 5.47, 2.28], [-3.57, 4.97, 3.56], [-4.37, 3.95, 2.55], [-0.95, 4.35, 1.04], [-1.50, 4.42, 2.70], [-2.17, 3.25, 1.67], [-1.76, -2.88, 2.58], [-2.08, -1.68, 2.50], [-2.68, -3.91, 2.69], [-2.37, -5.24, 2.21], [-4.10, -3.53, 2.66], [-0.75, -3.29, 2.73], [-2.17, -5.08, 1.15], [-3.27, -5.84, 2.34], [-1.44, -5.58, 2.69], [-4.37, -2.51, 2.94], [-4.63, -3.57, 1.71], [-4.57, -4.20, 3.38], [3.68, -3.96, -1.43], [4.24, -3.47, -0.50], [4.18, -4.85, -2.31], [3.25, -5.30, -3.36], [5.63, -5.14, -2.33], [2.62, -3.75, -1.59], [2.23, -4.93, -3.35], [3.24, -6.39, -3.35], [3.56, -5.00, -4.36], [6.10, -4.76, -1.43], [5.73, -6.22, -2.19], [6.15, -4.84, -3.25], [-0.64, -3.93, -4.21], [0.36, -3.14, -4.28], [-0.93, -5.10, -4.94], [-0.01, -5.79, -5.81], [-2.02, -5.86, -4.56], [-1.39, -3.78, -3.41], [-0.60, -5.89, -6.72], [0.28, -6.80, -5.52], [0.93, -5.27, -6.00], [-2.10, -6.83, -5.05], [-1.93, -6.10, -3.50], [-2.95, -5.35, -4.84]]}

Which structure is the least stable? The one labeled run 2.